1.
A cluster of 14 separate species, C29H91N23O14 in total. Source: the Open Molecules 2025 dataset; level of theory: wB97M-V/def2-TZVPD.

Calculated values
* energy above the lowest of the compared OMol25 structures with the same formula, charge and spin: 12.86 kcal/mol
* LUMO: -0.1 eV
* E_HOMO: -8.9 eV
* orbital gap: 0.323 hartree

CARTESIAN COORDINATES (ANGSTROEM)
C: -0.028 0.296 -0.933
C: 0.648 0.594 0.412
C: 0.168 1.896 1.032
O: 0.297 2.981 0.142
C: -0.398 4.163 0.491
N: 0.360 -0.478 1.344
H: 0.283 -0.637 -1.400
H: 0.166 1.119 -1.627
H: -1.126 0.307 -0.924
H: 1.692 0.716 0.102
H: 0.660 2.092 1.991
H: -0.901 1.844 1.298
H: -0.112 4.884 -0.273
H: -0.116 4.563 1.468
H: -1.479 4.010 0.436
H: 0.680 -0.315 2.317
H: -0.638 -0.379 1.561
C: -1.701 -3.429 -3.053
C: -1.246 -4.833 -2.591
C: -1.028 -5.765 -3.763
O: -0.875 -7.085 -3.245
C: -0.919 -8.034 -4.301
N: -0.030 -4.711 -1.770
H: -1.858 -3.512 -4.130
H: -0.983 -2.631 -2.845
H: -2.608 -3.043 -2.597
H: -1.940 -5.231 -1.846
H: -0.096 -5.471 -4.271
H: -1.806 -5.775 -4.531
H: -0.049 -7.815 -4.934
H: -1.817 -7.916 -4.910
H: -0.812 -9.070 -3.990
H: 0.411 -5.627 -1.683
H: 0.618 -4.162 -2.338
C: -3.473 5.061 -1.717
C: -4.139 3.916 -2.468
C: -3.036 3.182 -3.277
O: -2.575 4.171 -4.215
C: -1.300 3.905 -4.763
N: -4.738 2.971 -1.508
H: -2.600 4.782 -1.123
H: -4.166 5.458 -0.969
H: -3.192 5.845 -2.417
H: -4.862 4.297 -3.185
H: -3.519 2.442 -3.921
H: -2.225 2.789 -2.659
H: -1.285 4.409 -5.729
H: -1.119 2.834 -4.896
H: -0.469 4.291 -4.164
H: -4.023 2.439 -1.014
H: -5.173 2.256 -2.092
C: -5.178 -5.361 -1.726
C: -5.601 -4.845 -0.348
C: -4.824 -3.576 0.006
O: -3.432 -3.733 -0.262
C: -2.772 -2.498 -0.160
N: -7.051 -4.594 -0.382
H: -5.555 -4.650 -2.467
H: -5.713 -6.273 -2.003
H: -4.109 -5.525 -1.846
H: -5.323 -5.622 0.370
H: -4.987 -3.330 1.065
H: -5.135 -2.667 -0.520
H: -2.874 -2.125 0.866
H: -3.047 -1.742 -0.901
H: -1.692 -2.606 -0.291
H: -7.238 -3.735 0.125
H: -7.490 -5.355 0.122
C: 8.393 1.344 1.424
C: 7.072 1.994 1.045
C: 6.134 1.178 0.172
O: 5.956 -0.123 0.759
C: 5.038 -0.814 -0.075
N: 6.399 2.546 2.238
H: 9.103 1.212 0.600
H: 8.227 0.323 1.771
H: 8.940 1.969 2.128
H: 7.232 2.899 0.441
H: 6.621 1.132 -0.807
H: 5.170 1.661 0.015
H: 4.921 -1.841 0.301
H: 5.267 -1.065 -1.116
H: 4.025 -0.405 -0.020
H: 6.148 1.740 2.811
H: 7.021 3.068 2.847
C: 3.051 -3.103 -2.900
O: 2.717 -1.948 -3.148
N: 3.401 -4.009 -3.866
N: 3.439 -3.412 -1.623
H: 3.480 -3.854 -4.851
H: 3.534 -4.956 -3.552
H: 3.702 -4.323 -1.303
H: 3.461 -2.593 -1.043
C: 3.586 4.682 0.688
O: 2.827 5.575 0.272
N: 4.664 4.915 1.466
N: 3.221 3.381 0.575
H: 5.223 4.140 1.820
H: 4.975 5.841 1.692
H: 3.845 2.737 1.028
H: 2.250 3.210 0.351
C: -0.269 -3.729 5.227
O: -1.098 -3.736 6.148
N: 0.501 -4.801 4.966
N: -0.217 -2.734 4.300
H: 1.165 -4.764 4.209
H: 0.659 -5.521 5.643
H: 0.602 -2.603 3.724
H: -0.834 -1.958 4.453
C: -4.781 -0.575 -3.080
O: -5.297 -1.156 -4.040
N: -5.363 -0.412 -1.876
N: -3.516 -0.081 -3.182
H: -6.283 -0.721 -1.631
H: -4.814 0.029 -1.146
H: -3.160 0.579 -2.513
H: -3.010 -0.279 -4.023
C: -4.227 0.659 1.619
O: -3.844 0.628 0.442
N: -3.591 1.342 2.595
N: -5.463 0.209 1.967
H: -2.895 2.045 2.414
H: -3.942 1.392 3.535
H: -5.837 0.254 2.896
H: -5.970 -0.360 1.314
C: 2.613 0.381 3.536
O: 1.443 0.178 3.878
N: 3.322 1.506 3.877
N: 3.352 -0.536 2.889
H: 4.315 1.431 4.003
H: 2.942 2.293 4.364
H: 2.947 -1.455 2.712
H: 4.318 -0.437 2.628
C: 1.872 -3.815 1.594
O: 2.234 -3.225 2.635
N: 0.859 -3.366 0.831
N: 2.471 -4.937 1.106
H: 0.457 -2.442 0.977
H: 0.608 -3.811 -0.044
H: 3.086 -5.327 1.808
H: 2.037 -5.463 0.375
C: 2.438 9.141 0.080
O: 2.547 10.310 -0.282
N: 3.222 8.556 1.045
N: 1.421 8.302 -0.266
H: 2.960 7.584 1.106
H: 4.136 8.878 1.292
H: 0.826 8.662 -0.992
H: 1.637 7.327 -0.103
C: -1.075 3.937 4.292
O: -2.185 3.461 4.048
N: -0.925 5.262 4.562
N: 0.064 3.214 4.148
H: -1.822 5.716 4.620
H: -0.056 5.737 4.692
H: 0.967 3.519 4.450
H: -0.089 2.257 3.872

These are the Löwdin partial charges, in e, on atoms 1 to 5: atom 1 (C): -0.041, atom 2 (C): -0.401, atom 3 (C): -0.212, atom 4 (O): -0.214, atom 5 (C): -0.077


2.
A cluster of 14 separate species, C29H91N23O14 in total. Source: the Open Molecules 2025 dataset; level of theory: wB97M-V/def2-TZVPD.

Calculated values
* energy above the lowest of the compared OMol25 structures with the same formula, charge and spin: 49.46 kcal/mol
* LUMO: 0.0 eV
* E_HOMO: -8.7 eV
* orbital gap: 0.320 hartree

CARTESIAN COORDINATES (ANGSTROEM)
C: -0.698 0.993 -1.722
C: 0.386 0.750 -0.743
C: 0.125 -0.482 0.104
O: -1.077 -0.285 0.898
C: -0.788 0.037 2.250
N: 1.581 0.757 -1.612
H: -0.756 0.290 -2.554
H: -0.592 1.988 -2.159
H: -1.705 1.012 -1.297
H: 0.460 1.650 -0.126
H: 0.953 -0.725 0.776
H: 0.113 -1.323 -0.594
H: -0.134 -0.717 2.694
H: -1.723 0.131 2.798
H: -0.240 0.981 2.230
H: 1.679 1.641 -2.105
H: 2.370 0.880 -0.981
C: -1.438 5.946 3.814
C: -0.019 5.544 4.332
C: 0.052 4.077 4.802
O: 1.074 3.931 5.762
C: 1.263 2.590 6.204
N: 0.940 5.815 3.251
H: -2.271 5.726 4.480
H: -1.636 5.297 2.956
H: -1.390 7.004 3.562
H: 0.114 6.293 5.116
H: 0.145 3.395 3.958
H: -0.915 3.884 5.276
H: 1.682 2.614 7.210
H: 2.020 2.125 5.571
H: 0.306 2.069 6.256
H: 0.731 6.691 2.789
H: 1.847 5.954 3.683
C: 2.322 -1.353 4.768
C: 3.783 -1.384 4.266
C: 3.910 -0.748 2.889
O: 3.411 -1.638 1.942
C: 3.849 -1.313 0.627
N: 4.490 -0.625 5.274
H: 1.689 -1.824 4.011
H: 1.967 -0.323 4.706
H: 2.118 -1.802 5.738
H: 4.243 -2.375 4.261
H: 4.998 -0.696 2.737
H: 3.638 0.308 2.801
H: 4.941 -1.381 0.629
H: 3.628 -0.280 0.348
H: 3.445 -1.982 -0.130
H: 4.469 -1.011 6.210
H: 5.480 -0.738 5.071
C: -3.868 -2.709 2.631
C: -3.903 -2.629 1.109
C: -4.580 -1.394 0.555
O: -5.656 -1.010 1.408
C: -6.841 -1.781 1.300
N: -2.557 -2.799 0.486
H: -3.017 -3.325 2.927
H: -4.794 -3.053 3.088
H: -3.601 -1.740 3.064
H: -4.483 -3.511 0.824
H: -4.916 -1.665 -0.450
H: -3.819 -0.627 0.409
H: -6.571 -2.839 1.325
H: -7.322 -1.524 0.354
H: -7.551 -1.588 2.102
H: -2.119 -3.556 0.997
H: -1.948 -2.015 0.719
C: -3.637 -0.499 -3.650
C: -4.347 -1.837 -3.748
C: -4.294 -2.414 -5.167
O: -5.105 -1.656 -6.087
C: -4.385 -0.795 -6.989
N: -3.568 -2.794 -2.953
H: -4.234 0.130 -4.314
H: -2.604 -0.575 -3.997
H: -3.467 -0.102 -2.648
H: -5.397 -1.723 -3.467
H: -4.867 -3.343 -5.113
H: -3.281 -2.639 -5.502
H: -3.530 -1.295 -7.453
H: -3.900 0.087 -6.566
H: -5.155 -0.632 -7.740
H: -3.633 -2.603 -1.960
H: -3.990 -3.699 -3.130
C: 2.493 4.276 -2.930
O: 2.347 3.076 -3.123
N: 1.506 5.144 -2.966
N: 3.663 4.828 -2.708
H: 1.640 6.113 -2.740
H: 0.596 4.911 -3.330
H: 4.484 4.240 -2.837
H: 3.744 5.770 -2.369
C: 0.029 -4.092 2.123
O: -0.485 -3.671 3.148
N: -0.449 -5.045 1.285
N: 1.186 -3.632 1.642
H: 0.282 -5.413 0.701
H: -1.355 -5.473 1.368
H: 1.684 -2.971 2.218
H: 1.376 -3.685 0.653
C: -2.513 4.602 -2.831
O: -1.967 5.642 -2.536
N: -2.416 4.073 -4.065
N: -3.214 3.769 -2.040
H: -1.782 4.552 -4.684
H: -3.004 3.349 -4.437
H: -3.342 3.980 -1.064
H: -3.545 2.893 -2.403
C: 6.589 3.033 -2.543
O: 6.256 4.174 -2.890
N: 5.617 2.106 -2.212
N: 7.816 2.581 -2.680
H: 4.645 2.373 -2.177
H: 5.937 1.215 -1.872
H: 8.041 1.604 -2.603
H: 8.448 3.268 -3.059
C: 2.245 -3.270 -2.389
O: 1.666 -3.481 -1.306
N: 2.765 -4.239 -3.115
N: 2.336 -2.016 -2.829
H: 3.471 -3.988 -3.787
H: 2.535 -5.199 -2.935
H: 2.983 -1.917 -3.598
H: 2.247 -1.291 -2.127
C: 2.626 3.118 1.138
O: 3.272 2.259 0.582
N: 1.560 2.754 1.839
N: 2.828 4.436 1.142
H: 0.782 3.312 2.142
H: 1.512 1.748 1.884
H: 2.349 5.001 1.833
H: 3.668 4.717 0.661
C: -1.241 -5.544 -2.427
O: -2.389 -5.954 -2.510
N: -0.124 -6.275 -2.694
N: -0.949 -4.379 -1.794
H: -0.257 -7.250 -2.902
H: 0.696 -5.865 -2.286
H: -0.098 -3.842 -1.671
H: -1.687 -3.957 -1.246
C: 1.191 0.012 -5.897
O: 0.774 -0.171 -7.040
N: 0.370 0.252 -4.882
N: 2.476 0.152 -5.511
H: -0.592 -0.030 -4.971
H: 0.836 0.366 -3.996
H: 3.143 0.108 -6.264
H: 2.686 0.299 -4.540
C: -1.533 -2.830 6.473
O: -0.607 -3.526 6.890
N: -2.648 -2.629 7.191
N: -1.578 -2.257 5.252
H: -2.832 -2.989 8.110
H: -3.301 -2.008 6.743
H: -0.970 -2.591 4.511
H: -2.421 -1.839 4.894

These are the Löwdin partial charges, in e, on atoms 1 to 5: atom 1 (C): -0.072, atom 2 (C): -0.408, atom 3 (C): -0.144, atom 4 (O): -0.218, atom 5 (C): -0.065


3.
A structure of composition C2AgO3. Source: the Open Molecules 2025 dataset; level of theory: wB97M-V/def2-TZVPD.

Calculated values
* multiplicity: 3
* LUMO (spin up / spin down): -5.5 / -9.7 eV
* E_HOMO (spin up / spin down): -15.1 / -17.8 eV
* expectation value of S²: 2.0076
* orbital gap (spin up / spin down): 0.355 / 0.296 hartree
* total charge: +1

CARTESIAN COORDINATES (ANGSTROEM)
O: 2.007 -0.389 -0.374
C: 2.924 -1.054 -0.452
O: -1.238 1.069 0.905
C: -2.056 0.162 0.600
O: -1.906 -0.652 -0.301
Ag: 0.268 0.864 -0.377

These are the Löwdin partial charges, in e, on atoms 1 to 5: atom 1 (O): -0.061, atom 2 (C): 0.145, atom 3 (O): 0.005, atom 4 (C): -0.269, atom 5 (O): 0.168


4.
A structure of composition C2BeF5NO4S2. Source: the Open Molecules 2025 dataset; level of theory: wB97M-V/def2-TZVPD.

Calculated values
* LUMO (spin up / spin down): -1.5 / -1.5 eV
* E_HOMO (spin up / spin down): -8.7 / -8.7 eV
* orbital gap (spin up / spin down): 0.262 / 0.262 hartree

CARTESIAN COORDINATES (ANGSTROEM)
Be: 1.453 -1.325 0.099
F: 2.798 -1.350 -1.119
N: -0.333 1.229 0.690
S: 1.247 0.843 0.906
O: 1.934 1.974 1.510
O: 1.366 -0.465 1.644
C: 1.778 0.241 -0.794
F: 2.398 1.288 -1.384
S: -1.035 0.471 -0.484
O: 0.082 -0.450 -1.131
O: -1.787 1.286 -1.413
C: -2.261 -0.738 0.243
F: -1.634 -1.675 0.913
F: -3.045 -0.062 1.056
F: -2.961 -1.267 -0.735

These are the Löwdin partial charges, in e, on atoms 1 to 5: atom 1 (Be): 0.529, atom 2 (F): -0.346, atom 3 (N): -0.285, atom 4 (S): 0.696, atom 5 (O): -0.265


5.
The molecule C2Br2Cl2O. Source: the Open Molecules 2025 dataset; level of theory: wB97M-V/def2-TZVPD.

Calculated values
* energy above the lowest of the compared OMol25 structures with the same formula, charge and spin: 21.85 kcal/mol
* LUMO: 0.0 eV
* E_HOMO: -10.2 eV
* orbital gap: 0.376 hartree
* SMILES string: O=C(Cl)C(Cl)(Br)Br

CARTESIAN COORDINATES (ANGSTROEM)
O: 1.325 -1.052 -0.708
C: 0.975 -0.448 0.239
Cl: 1.582 -0.153 1.742
C: -0.619 0.283 -0.221
Cl: -0.225 1.104 -1.668
Br: -1.678 -1.277 -0.482
Br: -1.360 1.544 1.098

These are the Löwdin partial charges, in e, on atoms 1 to 5: atom 1 (O): -0.016, atom 2 (C): -1.005, atom 3 (Cl): 0.802, atom 4 (C): -1.664, atom 5 (Cl): 0.610


6.
A cluster of 2 separate species, C2Br2F2O in total. Source: the Open Molecules 2025 dataset; level of theory: wB97M-V/def2-TZVPD.

Calculated values
* energy above the lowest of the compared OMol25 structures with the same formula, charge and spin: 51.38 kcal/mol
* LUMO (spin up / spin down): -0.6 / -0.6 eV
* E_HOMO (spin up / spin down): -9.1 / -9.1 eV
* orbital gap (spin up / spin down): 0.312 / 0.312 hartree

CARTESIAN COORDINATES (ANGSTROEM)
C: -1.259 0.291 -0.531
C: 0.914 0.121 0.227
O: -1.711 1.340 -0.741
F: 0.556 0.063 1.513
F: 1.737 1.154 0.020
Br: -1.862 -1.373 -0.212
Br: 1.624 -1.596 -0.276

These are the Löwdin partial charges, in e, on atoms 1 to 5: atom 1 (C): -0.775, atom 2 (C): -0.856, atom 3 (O): 0.071, atom 4 (F): -0.022, atom 5 (F): 0.034